(i)
This record from OMol25 describes a structure of composition C5H20N10O5Pb. The level of theory is wB97M-V/def2-TZVPD.

Last column: Löwdin charge in e.
Atoms and positions in Å:
Pb -0.842 1.522 -0.764  1.759
C 0.625 -1.390 -2.719  -0.762
O -0.081 -0.660 -2.062  -0.117
N 0.138 -2.135 -3.676  0.187
N 1.868 -1.653 -2.535  0.215
H -0.809 -1.895 -3.933  0.122
H 0.840 -2.355 -4.368  0.128
H 2.342 -2.271 -3.178  0.138
H 2.213 -1.322 -1.645  0.127
C -0.319 2.958 2.523  -0.760
O -0.090 2.984 1.254  -0.186
N -1.446 2.843 3.052  0.202
N 0.594 2.941 3.371  0.225
H -1.459 2.208 3.837  0.145
H -2.302 3.011 2.544  0.143
H 0.362 3.027 4.350  0.152
H 1.498 3.173 2.985  0.152
C 2.810 1.890 -0.834  -0.740
O 1.661 1.501 -0.890  -0.136
N 3.786 1.416 -0.209  0.218
N 3.123 3.136 -1.239  0.180
H 3.749 0.519 0.254  0.144
H 4.653 1.918 -0.339  0.140
H 2.256 3.506 -1.600  0.122
H 4.025 3.570 -1.103  0.128
C -3.234 -1.443 -1.003  -0.745
O -2.595 -0.583 -0.393  -0.151
N -2.609 -2.160 -1.860  0.208
N -4.531 -1.610 -0.877  0.211
H -1.612 -2.105 -1.702  0.098
H -3.093 -2.963 -2.234  0.139
H -5.054 -2.271 -1.434  0.134
H -4.928 -0.934 -0.240  0.132
C -0.062 -1.423 1.665  -0.695
O 0.232 -0.598 0.805  -0.057
N -1.270 -1.785 2.052  0.183
N 0.834 -1.996 2.477  0.169
H -1.996 -1.293 1.552  0.087
H -1.503 -2.513 2.713  0.129
H 1.788 -2.184 2.204  0.120
H 0.437 -2.582 3.197  0.111

## Properties
E_HOMO: -15.492 eV
lowest unoccupied orbital energy: -6.2 eV
net charge: +2
molecular weight: 507.48 g/mol
orbital gap: 9.33 eV


(ii)
This record from OMol25 describes a structure of composition C5H20N10O5Pb. The level of theory is wB97M-V/def2-TZVPD.

Last column: Löwdin charge in e.
Atoms and positions in Å:
Pb 0.815 0.382 -0.566  1.721
C 0.898 -2.676 1.400  -0.617
O 0.705 -1.584 0.855  -0.147
N 1.442 -2.824 2.618  0.211
N 0.536 -3.829 0.749  0.184
H 1.592 -1.952 3.099  0.099
H 1.619 -3.768 2.908  0.125
H -0.130 -3.539 0.045  0.112
H 0.412 -4.688 1.257  0.115
C 2.937 0.250 2.325  -0.671
O 2.012 0.707 1.637  -0.150
N 4.128 -0.134 1.836  0.203
N 2.836 0.200 3.661  0.183
H 4.210 -0.040 0.839  0.118
H 4.931 -0.347 2.400  0.124
H 2.208 0.908 4.006  0.130
H 3.560 -0.198 4.232  0.123
C -0.372 -1.835 -3.160  -0.622
O -0.152 -1.348 -2.048  -0.189
N 0.324 -2.809 -3.794  0.190
N -1.515 -1.557 -3.855  0.180
H 1.113 -3.168 -3.284  0.124
H -0.151 -3.203 -4.582  0.116
H -1.670 -1.890 -4.790  0.115
H -2.118 -0.821 -3.533  0.079
C -0.204 3.543 0.781  -0.626
O -0.101 2.311 0.704  -0.159
N -0.045 4.249 1.927  0.194
N -0.498 4.338 -0.278  0.180
H -0.498 5.143 1.866  0.116
H 0.042 3.687 2.757  0.124
H -0.899 5.255 -0.202  0.119
H -0.573 3.861 -1.160  0.107
C -3.016 0.717 -1.097  -0.669
O -2.036 0.172 -0.580  -0.060
N -4.158 0.947 -0.438  0.189
N -3.012 1.187 -2.368  0.165
H -5.010 1.128 -0.940  0.118
H -4.166 0.424 0.426  0.128
H -3.853 1.540 -2.791  0.116
H -2.143 1.263 -2.864  0.101

## Properties
E_HOMO: -15.664 eV
lowest unoccupied orbital energy: -5.7 eV
net charge: +2
molecular weight: 507.48 g/mol
orbital gap: 9.94 eV


Stability summary - winner: (ii); margin: 2.486 eV.